1.
119
Properties=species:S:1:pos:R:3:mulliken_charge:R:1 method="wB97M-V/def2-TZVPD" lumo_ev=-1.221 gap_ha=0.2287 de_lowest_ev=0.000
Zn -19.6577 -14.0480 2.7803 1.00
N -18.4872 -13.4778 4.3447 0.05
S -17.5035 -14.1296 5.1791 1.04
N -15.8922 -13.7728 4.9370 -0.26
S -14.9943 -14.4640 3.8915 1.28
N -15.4022 -14.8973 2.4871 -0.09
S -16.4263 -14.2054 1.3364 1.87
N -17.8670 -14.2760 1.4278 -1.22
C -15.5212 -15.0139 0.0083 0.06
C -16.0821 -14.8560 -1.2518 -0.31
C -15.4211 -15.2916 -2.3768 -0.87
C -14.2070 -15.9518 -2.2468 -0.51
C -13.6943 -16.1646 -1.0004 -0.80
C -14.3269 -15.7090 0.1348 0.11
C -15.8029 -12.5574 1.3577 1.22
C -16.5054 -11.6653 2.1714 -0.27
C -16.1006 -10.3489 2.1971 -0.88
C -15.0092 -9.9754 1.4491 -0.94
C -14.2706 -10.8461 0.6679 -1.04
C -14.6992 -12.1687 0.6039 -0.42
C -13.5999 -13.3561 3.8709 0.47
C -12.4864 -13.7747 3.1245 -0.50
C -11.3243 -13.0581 3.2538 -0.82
C -11.2617 -11.9338 4.0424 -0.67
C -12.3903 -11.5091 4.7368 -0.94
C -13.5889 -12.2195 4.6268 -0.08
C -14.1929 -15.8269 4.6543 0.50
C -14.2110 -17.0530 4.0323 -0.02
C -13.5602 -18.1036 4.6544 -0.92
C -12.9347 -17.9536 5.8831 -0.73
C -12.9502 -16.7118 6.4855 -0.72
C -13.5473 -15.6155 5.8647 -0.87
C -17.6025 -13.6070 6.8550 -0.05
C -18.8761 -13.7134 7.4071 -0.33
C -19.0465 -13.2690 8.7083 -0.84
C -18.0567 -12.5650 9.3723 -0.63
C -16.8272 -12.4158 8.8198 -0.84
C -16.5565 -12.9654 7.5628 -0.23
C -17.5063 -15.9119 5.2778 1.03
C -17.6608 -16.5979 4.0948 -0.24
C -17.6597 -17.9618 4.1276 -0.89
C -17.4872 -18.6496 5.3077 -0.75
C -17.2713 -17.9360 6.4759 -0.87
C -17.3283 -16.5570 6.4844 -0.69
H -17.0539 -14.3540 -1.3662 0.41
H -15.8357 -15.1548 -3.3555 0.46
H -13.6247 -16.2764 -3.1200 0.38
H -12.7567 -16.7445 -0.8697 0.38
H -13.8774 -15.9344 1.0524 0.17
H -17.3859 -11.9612 2.7217 0.04
H -16.6346 -9.6135 2.7764 0.58
H -14.6649 -8.9440 1.4444 0.43
H -13.3793 -10.5077 0.1469 0.46
H -14.1878 -12.8987 -0.0355 0.34
H -12.4824 -14.6913 2.5259 0.21
H -10.4753 -13.3809 2.6867 0.50
H -10.2994 -11.4864 4.2046 0.45
H -12.3139 -10.6261 5.3650 0.47
H -14.4674 -11.8958 5.1236 0.71
H -14.7230 -17.2041 3.0925 0.53
H -13.5573 -19.0192 4.1255 0.55
H -12.4635 -18.8316 6.3220 0.42
H -12.4141 -16.5690 7.4215 0.45
H -13.5336 -14.6227 6.3159 0.29
H -19.6789 -14.1837 6.8578 0.63
H -19.9949 -13.4489 9.1734 0.50
H -18.2780 -12.1131 10.3126 0.43
H -15.9704 -12.0096 9.3579 0.39
H -15.5619 -12.9229 7.2199 0.33
H -17.8828 -16.0137 3.1993 0.25
H -17.9110 -18.5705 3.2522 0.47
H -17.6264 -19.7454 5.2882 0.39
H -17.1195 -18.4208 7.4309 0.47
H -17.1445 -16.0252 7.4189 0.43
I -22.1782 -12.0075 -1.1023 0.19
I -23.1495 -10.9285 -3.5303 -0.20
Br -20.8020 -16.2456 3.7645 -0.61
O -22.6959 -14.4651 1.4976 -0.64
C -22.5706 -13.6511 2.3916 -0.31
N -23.5881 -13.2271 3.1996 -0.24
C -23.3371 -11.8429 3.5737 3.61
C -21.8133 -11.8018 3.3072 -0.82
O -21.1845 -10.8145 3.6832 -0.90
N -21.3785 -12.9359 2.6837 0.38
C -24.1382 -10.8438 2.7042 -0.01
C -24.1515 -9.4964 2.9869 -0.05
C -24.9291 -8.5784 2.3137 -1.08
C -25.6599 -8.9948 1.2171 -0.42
C -25.6550 -10.3298 0.8931 -0.79
C -24.8799 -11.2787 1.5655 -0.56
C -23.5988 -11.5622 5.0573 -0.60
C -22.5552 -11.4964 6.0000 -0.55
C -22.8228 -11.1754 7.3294 -0.64
C -24.1389 -10.9653 7.7521 -0.59
C -25.1501 -11.0234 6.8185 -1.00
C -24.8959 -11.3738 5.4987 -0.11
H -24.5304 -13.4526 2.8827 0.41
H -23.4871 -9.1644 3.7690 0.45
H -24.8490 -7.5554 2.5579 0.45
H -26.2169 -8.3273 0.6058 0.45
H -26.2889 -10.7029 0.0736 0.37
H -24.9093 -12.2564 1.1241 0.50
H -21.5618 -11.6351 5.6276 0.54
H -21.9235 -11.1223 7.9697 0.40
H -24.3042 -10.6703 8.7920 0.36
H -26.1199 -10.8354 7.1667 0.46
H -25.7042 -11.3550 4.7898 0.48
C -18.9551 -7.7228 1.1043 -1.06
N -18.8784 -9.1240 0.8090 0.48
C -18.2779 -9.7601 -0.2660 -0.50
C -18.5466 -11.0942 -0.1381 -0.85
N -19.3159 -11.2875 1.0061 0.11
C -19.4980 -10.0985 1.5508 -0.58
H -19.7417 -7.3056 0.4667 0.34
H -18.0521 -7.2078 0.8214 0.34
H -19.1024 -7.6267 2.1820 0.34
H -17.7435 -9.1593 -0.9799 0.53
H -18.2642 -11.9188 -0.7749 0.48
H -20.0605 -9.9485 2.4614 0.52

=====

2.
50
Properties=species:S:1:pos:R:3:mulliken_charge:R:1 method="wB97M-V/def2-TZVPD" smiles="O=C1[C@@H](Cc2ccccc2)CCN1[C@H]1[C@@H]2C[C@H]3C[C@@H](C2)C[C@@H]1C3" lumo_ev=0.704 gap_ha=0.3445 de_lowest_ev=1.787
O 0.8536 0.9375 1.1134 -0.71
C 0.5589 1.0244 -0.0901 0.16
C 0.0279 2.3536 -0.6597 0.66
C 0.7245 3.7407 -0.1580 -1.72
C 0.4271 4.2183 1.2268 0.82
C -0.9292 4.4515 1.5623 -0.42
C -1.2472 4.9000 2.8643 -0.51
C -0.2498 4.9216 3.8206 -0.38
C 1.0854 4.6123 3.5077 -0.57
C 1.4425 4.3252 2.1799 -0.39
C 0.2273 2.1354 -2.0980 -1.07
C -0.0392 0.5633 -2.3088 -0.58
N 0.4519 -0.0476 -1.0449 0.50
C 0.7857 -1.4415 -0.7754 -0.82
C 0.1856 -2.4139 -1.9083 0.27
C 0.8142 -3.8004 -1.7744 -1.75
C 0.4938 -4.5243 -0.4167 0.14
C -0.9802 -4.5007 -0.2043 -1.49
C -1.7417 -3.1028 -0.3749 0.39
C -1.4276 -2.5367 -1.7414 -0.98
C -1.1198 -2.2070 0.7786 -1.24
C 0.3764 -2.1399 0.6253 0.35
C 1.0304 -3.5450 0.6834 -1.57
H -1.0716 2.4220 -0.6059 0.21
H 0.4715 4.6445 -0.7557 0.37
H 1.7284 3.6857 -0.2030 0.74
H -1.6057 4.3524 0.7020 0.32
H -2.2935 5.1866 3.0331 0.35
H -0.5367 5.0683 4.9137 0.26
H 1.9291 4.6442 4.1524 0.41
H 2.4472 4.0330 1.9545 0.33
H -0.4626 2.7852 -2.7267 0.39
H 1.2866 2.3148 -2.3260 0.39
H -1.1291 0.2697 -2.2990 0.23
H 0.5015 0.1782 -3.1951 0.28
H 1.9115 -1.4098 -1.0077 0.27
H 0.3863 -2.0411 -2.9303 0.48
H 0.5543 -4.3999 -2.6222 0.51
H 1.8637 -3.6736 -1.8725 0.56
H 0.9049 -5.4439 -0.4116 0.66
H -1.3446 -5.2350 -0.9344 0.47
H -1.0987 -4.8561 0.8254 0.53
H -2.9087 -3.0594 -0.2407 0.27
H -1.9146 -1.5656 -1.8189 0.34
H -1.9979 -3.0618 -2.5925 0.31
H -1.5563 -1.2139 0.6894 0.41
H -1.4099 -2.6159 1.8002 0.37
H 0.6707 -1.5729 1.4904 0.55
H 2.1693 -3.3507 0.5449 0.37
H 0.7542 -4.0092 1.6288 0.52

=====

3.
12
Properties=species:S:1:pos:R:3:mulliken_charge:R:1 method="wB97M-V/def2-TZVPD" charge=+1 lumo_ev=-4.138 gap_ha=0.3453 de_lowest_ev=0.980
C 1.6043 -0.1331 -1.1272 0.61
C 0.0169 0.1856 0.4564 -0.30
N -0.2263 -0.8083 1.3905 -0.49
N -1.1667 0.5712 -0.3117 -0.29
O 2.6227 -0.5916 -0.8575 -0.27
F 0.9300 0.0225 -2.2416 -0.18
H 0.3519 0.9353 1.0929 0.31
H -0.5316 -1.6696 1.1339 0.22
H 0.6396 -0.9471 1.9202 0.28
H -0.8486 1.3865 -0.8364 0.39
H -1.7807 1.0892 0.3590 0.38
H -1.6117 -0.0405 -0.9784 0.34

=====

4.
47
Properties=species:S:1:pos:R:3:mulliken_spin:R:1 method="wB97M-V/def2-TZVPD" charge=+1 lumo_ev="-4.012 / -4.002" gap_ha="0.2625 / 0.2621" de_lowest_ev=0.997 spin_multiplicity=4
C 2.1373 1.1357 -2.8443 0.00
C 1.0304 0.9636 -2.0383 0.01
N 1.1392 0.4481 -0.7865 -0.03
C 2.3612 0.1826 -0.2723 0.03
C 3.4929 0.3182 -1.0631 0.00
C 3.3961 0.8233 -2.3579 0.01
C -0.3158 1.3619 -2.6061 -0.01
P -1.7079 1.2708 -1.4190 -0.07
Mn -0.6372 0.0378 0.3108 3.04
P 1.1688 -0.0866 2.3225 -0.01
C 2.5419 -0.2845 1.1536 0.00
O -1.0751 -4.2083 -3.2083 0.00
O -0.4126 -3.1117 0.8315 0.02
H 1.9898 1.5571 -3.8369 0.00
H 4.4590 0.0609 -0.6251 0.00
H 4.2825 0.9515 -2.9833 0.00
C -2.0712 2.9594 -0.8809 0.01
C -3.1334 0.6587 -2.3442 0.00
H 2.8270 -1.3488 1.1607 0.00
H 3.3983 0.2462 1.5919 0.00
H -0.5831 0.7623 -3.4383 0.00
H -0.2876 2.4067 -2.9556 0.00
C 1.5646 1.0670 3.6187 0.00
C 0.5617 -1.6732 2.7791 0.02
H -0.6162 -4.9239 0.9745 0.00
H 0.2594 -3.1827 0.1353 0.00
H -1.6090 -4.7278 -3.7878 0.00
H -0.3165 -3.9114 -3.7400 0.00
H 0.2833 0.8682 1.6548 -0.01
H -1.3604 -5.3221 1.0828 0.00
H -3.0361 3.2829 -1.2965 0.00
H -2.1214 2.9811 0.2196 -0.01
H -1.2665 3.6288 -1.2141 0.00
H -3.6715 1.4931 -2.8144 0.00
H -2.7903 -0.0646 -3.0939 0.00
H -3.7798 0.1315 -1.6300 0.00
H 1.3091 -2.2939 3.3099 0.01
H -0.3200 -1.5542 3.4328 0.00
H -0.0092 -2.5951 1.6313 0.00
H 1.9278 0.5388 4.4976 0.00
H 2.3123 1.7796 3.2755 0.00
H 0.6434 1.5928 3.8683 0.00
O -1.7750 2.4330 2.2864 0.00
Cl -2.4090 1.1911 2.7167 0.00
O -1.7238 0.6374 3.8649 0.00
O -3.8038 1.3448 2.9600 0.00
O -2.2536 0.1741 1.5576 0.00

=====

5.
22
Properties=species:S:1:pos:R:3:mulliken_charge:R:1 method="wB97M-V/def2-TZVPD" smiles=CCCN(C)CC lumo_ev=1.170 gap_ha=0.3569 de_lowest_ev=2.642
C -1.0216 2.3940 1.9674 -1.12
C -0.8122 1.0155 1.5733 -0.25
C -0.0135 0.8728 0.2231 -0.70
N 0.4241 -0.5712 -0.0748 -0.07
C -0.7225 -1.4429 -0.2860 -0.93
C 1.2639 -0.5164 -1.2916 -0.31
C 1.4654 -1.8889 -1.8263 -1.47
H -1.9826 2.7595 1.3504 0.26
H -0.1920 3.0266 1.6534 0.31
H -1.2028 2.5680 3.0416 0.32
H -1.8187 0.5530 1.4682 0.21
H -0.1393 0.3400 2.2870 0.29
H 0.9143 1.4841 0.3126 0.40
H -0.8296 1.1324 -0.5834 0.31
H -1.1580 -1.6804 0.6277 0.40
H -1.6169 -0.9344 -0.7268 0.31
H -0.6008 -2.4311 -0.8261 0.21
H 0.9693 0.2322 -2.0310 0.34
H 2.2531 -0.0081 -0.8789 0.25
H 1.8570 -1.8170 -2.7638 0.46
H 0.7359 -2.5980 -1.9197 0.46
H 2.2274 -2.4897 -1.2962 0.32

=====

6.
45
Properties=species:S:1:pos:R:3:mulliken_charge:R:1 method="wB97M-V/def2-TZVPD" lumo_ev=-1.295 gap_ha=0.2825 de_lowest_ev=0.045
Pd -0.8553 -0.9936 -0.3606 0.42
O -0.8059 2.3644 -0.8335 -0.78
S 0.0033 2.2628 0.3685 1.65
O -0.0601 3.4020 1.2472 -0.79
O -0.2301 0.9960 1.1045 -0.59
C 1.7303 2.1733 -0.1779 0.02
C 2.5652 3.1001 0.4498 -0.49
C 3.9154 3.1759 0.1673 -0.59
C 4.4718 2.3145 -0.7657 -0.66
C 3.6622 1.3939 -1.3987 -1.16
C 2.2961 1.3067 -1.1188 0.52
S 1.5551 0.0181 -2.1284 0.85
O 1.7819 0.3887 -3.4950 -0.70
O 2.1941 -1.2085 -1.6735 -0.72
O 0.0836 -0.0137 -1.8461 -0.02
H 2.1166 3.7721 1.1664 0.54
H 4.5289 3.9104 0.6726 0.39
H 5.5259 2.3624 -1.0054 0.39
H 4.0860 0.7209 -2.1320 0.41
C 1.7124 -3.2464 0.4143 -1.06
Se 1.2063 -1.4282 0.8663 0.39
C 0.3430 -1.7428 2.5929 -0.68
C -0.7207 -2.8146 2.5222 -0.87
Se -2.0335 -2.4761 1.0982 0.25
C -3.1344 -1.2588 2.1344 -1.05
H 2.3608 -3.6413 1.1946 0.39
H 2.2647 -3.1487 -0.5169 0.34
H 0.8497 -3.8893 0.2687 0.30
H -0.0641 -0.7661 2.8552 0.32
H 1.1198 -2.0012 3.3144 0.52
H -1.3044 -2.8914 3.4393 0.53
H -0.2960 -3.7944 2.3151 0.42
H -3.4745 -1.8075 3.0095 0.44
H -3.9886 -0.9887 1.5189 0.33
H -2.5579 -0.3792 2.4109 0.34
C -2.5017 0.2458 -2.9955 -1.18
S -2.8138 -0.3606 -1.3533 0.95
C -3.4911 1.1135 -0.6234 -0.83
O -3.8632 -1.3970 -1.3628 -0.62
H -3.4597 0.5586 -3.4092 0.47
H -2.0573 -0.5541 -3.5808 0.34
H -1.7987 1.0722 -2.9068 0.29
H -2.7614 1.9164 -0.7350 0.31
H -3.6709 0.9323 0.4329 0.22
H -4.4295 1.3012 -1.1448 0.46